## i
{"formula": "C5H8OS2", "method": "wB97M-V/def2-TZVPD", "homo_ev": -9.0929, "smiles": "C[C@@H]1[C@H](S)[C@H]1OC=S", "e_lumo_ev": -0.03, "species": ["C", "C", "C", "C", "C", "H", "H", "H", "H", "H", "H", "H", "H", "O", "S", "S"], "coordinates": [[0.501, 1.878, -0.232], [0.083, 0.468, 0.462], [1.244, -0.789, 0.368], [-0.171, -0.709, -0.393], [-2.595, -1.264, 0.131], [1.297, 1.580, -1.100], [-0.478, 2.350, -0.735], [1.084, 2.528, 0.609], [-0.402, 0.798, 1.471], [1.076, -1.406, 1.239], [3.666, -0.380, -0.145], [-0.031, -0.494, -1.382], [-3.199, -1.592, 1.198], [-1.242, -1.635, 0.142], [2.615, -1.078, -0.806], [-3.449, -0.255, -0.828]]}

## ii
{"formula": "C5H8OS2", "method": "wB97M-V/def2-TZVPD", "homo_ev": -8.4718, "e_lumo_ev": 0.39, "species": ["C", "C", "C", "C", "C", "H", "H", "H", "H", "H", "H", "H", "H", "O", "S", "S"], "coordinates": [[0.682, -0.412, 1.302], [0.092, -0.636, -0.123], [-2.326, 0.228, -0.057], [0.024, 0.607, -1.011], [1.366, -0.135, -0.951], [-0.029, -1.248, 2.149], [0.517, 0.723, 1.663], [2.069, -0.719, 1.316], [-3.231, 0.222, -0.708], [-2.674, 0.287, 0.931], [-0.506, 0.360, -1.861], [1.408, -0.536, -1.907], [2.564, 0.755, 0.351], [2.511, 0.135, -0.480], [-1.463, -1.335, -0.486], [-1.004, 1.703, -0.126]]}

## iii
{"formula": "C5H8OS2", "method": "wB97M-V/def2-TZVPD", "homo_ev": -8.6044, "smiles": "C=CSCC(=S)OC", "e_lumo_ev": 0.21, "species": ["C", "C", "C", "C", "C", "H", "H", "H", "H", "H", "H", "H", "H", "O", "S", "S"], "coordinates": [[1.000, 1.585, -1.503], [-0.943, 0.222, -1.034], [-1.117, 0.945, 0.283], [-0.109, -1.400, 1.334], [0.800, -2.328, 1.674], [0.809, 2.104, -0.543], [1.117, 2.332, -2.329], [1.947, 1.074, -1.409], [-2.105, 0.707, 0.660], [-1.042, 2.003, 0.198], [-1.085, -1.687, 0.912], [1.800, -1.988, 1.906], [0.507, -3.355, 1.742], [-0.033, 0.674, -1.860], [-1.723, -1.201, -1.428], [0.179, 0.313, 1.397]]}

Which one sits at the bottom of the stability order? ii does.

## i
{"formula": "C5H7Br", "method": "wB97M-V/def2-TZVPD", "homo_ev": -9.7871, "smiles": "Br[C@@H]1[C@H]2CC[C@@H]12", "e_lumo_ev": 0.09, "species": ["C", "C", "C", "C", "C", "Br", "H", "H", "H", "H", "H", "H", "H"], "coordinates": [[1.198, 0.634, 0.228], [0.910, -0.945, 0.155], [-0.163, 0.848, -0.545], [-0.429, -0.628, -0.521], [-1.263, 0.232, 0.370], [-3.461, 0.142, 0.033], [1.485, 1.159, 1.220], [2.027, 0.857, -0.414], [1.752, -1.373, -0.395], [0.667, -1.554, 0.945], [-0.484, 1.567, -1.261], [-0.966, -1.141, -1.317], [-1.272, 0.202, 1.501]]}

## ii
{"formula": "C5H7Br", "method": "wB97M-V/def2-TZVPD", "homo_ev": -9.0822, "smiles": "C=C(C)Br.C#C", "e_lumo_ev": 0.88, "species": ["C", "C", "C", "C", "C", "Br", "H", "H", "H", "H", "H", "H", "H"], "coordinates": [[0.113, -2.549, 0.692], [-0.583, -2.019, -0.104], [-0.134, 0.716, 1.214], [0.402, 0.788, -0.004], [-0.211, 1.422, -1.114], [2.165, 0.217, -0.383], [0.904, -2.751, 1.303], [-1.165, -1.634, -0.901], [-1.003, 1.254, 1.521], [0.311, 0.251, 2.111], [-1.185, 1.669, -0.986], [-0.147, 0.576, -1.834], [0.532, 2.059, -1.515]]}

Which one sits at the bottom of the stability order? ii does.